# 1
Computed, not measured: C4H13N2P as an isolated structure, with wB97M-V/def2-TZVPD.

- orbital gap (alpha / beta) (eV) = 7.6 / 7.6
- total charge = 0
- calculated total energy (Eh) = -610.89106
- ΔE to the lowest compared entry with this formula, charge and spin (kcal per mole) = 94.1
- HOMO (alpha / beta) (Eh) = -0.272 / -0.272

Last column: Löwdin charge in e.
Geometry (Å):
1 C -1.0979 0.0934 -2.4974  -0.141
2 C 0.1621 -1.7850 -0.6788  -0.262
3 C -0.4842 1.6930 1.7379  -0.425
4 C 1.3733 -0.2886 2.1785  -0.315
5 N 0.2779 0.2396 -1.9465  -0.127
6 N 0.4970 -0.3674 -0.5778  -0.256
7 P -0.4184 -0.0759 1.6096  0.895
8 H -1.6328 -0.5023 -1.7726  0.038
9 H -1.0671 -0.2755 -3.6354  0.108
10 H -1.6269 1.0793 -2.6684  0.073
11 H 0.4896 -2.1402 -1.6911  0.086
12 H 0.6569 -2.2336 0.2649  0.083
13 H -0.9269 -1.9248 -0.7198  0.032
14 H -1.5639 2.1125 1.4968  0.073
15 H -0.4571 2.0541 2.7901  0.044
16 H 0.2736 1.9821 1.0584  0.004
17 H 1.4999 0.5884 2.7929  0.013
18 H 1.7210 -1.1249 2.6983  0.001
19 H 1.8710 -0.3099 1.2132  0.011
20 H 0.4526 1.1857 -1.6528  0.067

***

# 2
Computed, not measured: an isolated ion of composition C4H13N2P and charge +2, with wB97M-V/def2-TZVPD.

- orbital gap (alpha / beta) (eV) = 8.4 / 8.1
- total charge = +2
- calculated total energy (Eh) = -610.30560
- ΔE to the lowest compared entry with this formula, charge and spin (kcal per mole) = 84.5
- HOMO (alpha / beta) (Eh) = -0.638 / -0.610

Last column: Löwdin charge in e.
Geometry (Å):
1 C 1.5146 0.5407 -0.6401  -0.217
2 C 0.4378 1.1924 0.2428  -0.501
3 C 1.9674 -1.2243 0.9245  0.064
4 C -1.8631 -0.5499 -0.3168  -0.336
5 N 2.5441 -0.1576 0.1686  -0.003
6 N -3.2362 0.0112 -0.2214  0.122
7 P -0.6996 0.1564 1.1637  1.051
8 H 0.8693 -0.0854 -1.3076  0.133
9 H 1.9527 1.2267 -1.3430  0.136
10 H 0.9097 1.7806 1.0947  0.100
11 H -0.0625 1.8564 -0.4784  0.101
12 H 1.7380 -2.1224 0.3337  0.105
13 H 2.0806 -1.3852 1.9740  0.085
14 H -1.9981 -1.6663 -0.0821  0.119
15 H -1.3783 -0.4896 -1.2607  0.065
16 H 3.2940 -0.4240 -0.5337  0.231
17 H 2.7478 0.6245 0.8633  0.212
18 H -3.1792 1.0075 -0.5673  0.194
19 H -3.6664 0.1719 0.6992  0.172
20 H -3.9726 -0.4636 -0.7134  0.166

***

# 3
Computed, not measured: one molecule with the formula C4H13N2PS, with wB97M-V/def2-TZVPD.

- SMILES = CCN(PN)[C@@H](C)S
- orbital gap (eV) = 8.8
- total charge = 0
- calculated total energy (Eh) = -1009.20144
- ΔE to the lowest compared entry with this formula, charge and spin (kcal per mole) = 19.4
- HOMO (Eh) = -0.292

Last column: Löwdin charge in e.
Geometry (Å):
1 C -0.3077 -1.2268 2.0668  -0.082
2 C 0.0582 -1.3429 0.5704  -0.277
3 N 0.0252 -0.0079 -0.1991  -0.445
4 P -1.1397 -0.0232 -1.4458  0.794
5 N -2.6235 -0.0665 -0.6870  -0.222
6 C 1.2205 0.7766 -0.0370  -0.774
7 C 1.9346 0.8103 -1.4016  -0.156
8 S 0.7605 2.4828 0.4821  0.712
9 H -1.3750 -1.0036 2.1915  0.068
10 H -0.1019 -2.3141 2.2784  0.084
11 H 0.3975 -0.5945 2.6169  0.068
12 H 0.8943 -1.9132 0.3316  0.076
13 H -0.8101 -1.8740 0.0467  0.082
14 H -1.1014 1.3422 -1.4020  -0.084
15 H -2.8763 0.6264 0.0125  0.052
16 H -3.0692 -0.8656 -0.4464  -0.025
17 H 1.9675 0.4967 0.7194  0.097
18 H 2.9052 1.4195 -1.3884  0.091
19 H 1.2160 1.1128 -2.1595  0.034
20 H 2.2392 -0.2560 -1.7189  0.097
21 H -0.2141 2.4211 -0.4306  -0.191

***

# 4
Computed, not measured: a 2-piece molecular cluster, C4H13N2S overall, with wB97M-V/def2-TZVPD.

- orbital gap (eV) = 6.8
- total charge = -1
- calculated total energy (Eh) = -667.91919
- ΔE to the lowest compared entry with this formula, charge and spin (kcal per mole) = 12.0
- HOMO (Eh) = -0.099

Last column: Löwdin charge in e.
Geometry (Å):
1 C -2.1772 -0.8722 -1.2742  -0.401
2 C -0.9123 -1.6013 -1.7065  -0.728
3 S 0.4477 -1.5249 -0.4724  0.286
4 N -1.9874 0.5757 -0.9941  -0.036
5 H -2.5261 -1.3122 -0.3485  0.073
6 H -3.0169 -0.9137 -2.0350  0.101
7 H -0.6303 -1.1916 -2.6748  0.027
8 H -1.0410 -2.6801 -1.8582  0.015
9 H -1.8428 1.0449 -1.8621  0.026
10 H -1.1512 0.6891 -0.4099  0.013
11 C 2.0927 1.3859 0.5567  -0.163
12 C 1.7454 0.5226 1.7597  -0.397
13 N 0.2831 0.5735 2.0041  -0.055
14 H 1.6076 2.3721 0.5864  0.059
15 H 3.1251 1.6373 0.4556  0.037
16 H 1.6951 0.8584 -0.3350  0.010
17 H 2.0838 -0.5254 1.6179  0.069
18 H 2.2986 0.8788 2.6394  0.084
19 H -0.1013 -0.1682 1.4198  -0.063
20 H 0.0074 0.2513 2.9312  0.042

***

# 5
Computed, not measured: an isolated ion of composition C4H13N2S and charge +1, with wB97M-V/def2-TZVPD.

- SMILES = NCC[NH2+]CCS
- orbital gap (eV) = 10.3
- total charge = +1
- calculated total energy (Eh) = -667.63109
- ΔE to the lowest compared entry with this formula, charge and spin (kcal per mole) = 30.6
- HOMO (Eh) = -0.491

Last column: Löwdin charge in e.
Geometry (Å):
1 N 0.0967 1.7850 -1.4288  0.017
2 C -1.0714 0.8798 -1.6557  -0.272
3 C -0.8192 -0.5408 -1.2811  -0.128
4 N -0.5209 -0.6933 0.1946  0.014
5 C 0.8771 -1.0460 0.6733  -0.190
6 C 0.9584 -0.7454 2.1621  -0.507
7 S 0.3318 0.9035 2.6242  0.768
8 H 0.7334 1.3249 -2.1142  0.081
9 H -0.0933 2.5806 -2.0744  0.096
10 H -1.8483 1.1412 -0.9087  0.124
11 H -1.5168 0.9378 -2.6407  0.125
12 H -1.6570 -1.2195 -1.4291  0.139
13 H 0.0855 -0.8937 -1.7889  0.134
14 H -0.7112 0.1839 0.7076  0.067
15 H -1.1870 -1.3651 0.5890  0.180
16 H 1.6510 -0.5208 0.0838  0.138
17 H 1.0494 -2.0950 0.4336  0.133
18 H 0.1889 -1.3641 2.6264  0.067
19 H 1.9655 -0.8290 2.6998  0.121
20 H 1.4873 1.5762 2.5272  -0.108

***

# 6
Computed, not measured: a 2-piece molecular cluster, C4H13N2S overall, with wB97M-V/def2-TZVPD.

- orbital gap (eV) = 9.8
- total charge = +1
- calculated total energy (Eh) = -667.63652
- ΔE to the lowest compared entry with this formula, charge and spin (kcal per mole) = 27.2
- HOMO (Eh) = -0.477

Last column: Löwdin charge in e.
Geometry (Å):
1 C -0.1240 2.2976 1.2609  -0.169
2 C -1.0398 1.2582 1.8778  -0.572
3 S -2.1559 0.5332 0.6044  0.712
4 H -0.7047 3.0922 0.7852  0.080
5 H 0.5392 1.8583 0.5190  0.048
6 H 0.4979 2.7494 2.0317  0.084
7 H -0.4861 0.4435 2.3301  0.063
8 H -1.6700 1.7050 2.6454  0.073
9 H -2.7089 -0.3649 1.4349  -0.122
10 C 1.0904 -0.5693 -1.5126  -0.193
11 C 0.6989 -1.8282 -1.2936  -0.098
12 N -0.6441 -2.0801 -0.7208  0.153
13 N 2.3565 -0.2466 -1.8908  0.096
14 H 0.3597 0.2343 -1.4635  0.117
15 H 1.3198 -2.6956 -1.4190  0.118
16 H -0.7560 -3.0610 -0.4714  0.168
17 H -0.8257 -1.5025 0.1160  0.069
18 H -1.3848 -1.8055 -1.3711  0.156
19 H 3.1024 -0.7525 -1.4433  0.112
20 H 2.5350 0.7345 -2.0193  0.105

***

# 7
Computed, not measured: an isolated ion of composition C4H13N2S and charge +1, with wB97M-V/def2-TZVPD.

- SMILES = [NH3+]CCNCCS
- orbital gap (eV) = 8.3
- total charge = +1
- calculated total energy (Eh) = -667.58787
- ΔE to the lowest compared entry with this formula, charge and spin (kcal per mole) = 57.7
- HOMO (Eh) = -0.436

Last column: Löwdin charge in e.
Geometry (Å):
1 N -0.9433 -1.8057 1.0414  0.156
2 C -1.8318 -0.6489 1.0066  -0.179
3 C -1.6853 0.1037 -0.3940  -0.147
4 N -0.2256 0.1808 -0.7669  -0.144
5 C 0.6751 1.0482 -0.0412  -0.250
6 C 2.1053 0.7139 -0.7863  -0.597
7 S 3.4353 1.8717 -0.4458  0.664
8 H -0.8401 -2.0799 2.0280  0.180
9 H -1.3545 -2.5914 0.5079  0.187
10 H -0.1484 -1.3044 0.5652  0.144
11 H -1.6625 0.0696 1.9024  0.161
12 H -2.8584 -1.1367 1.0500  0.145
13 H -2.1711 1.1373 -0.2359  0.150
14 H -2.1889 -0.5583 -1.1027  0.118
15 H -0.1637 0.3954 -1.7434  0.111
16 H 0.4419 2.1064 -0.5006  0.141
17 H 0.5989 1.1306 1.0255  0.104
18 H 1.9982 0.6375 -1.9147  0.089
19 H 2.3390 -0.2213 -0.3529  0.032
20 H 4.4801 0.9517 -0.8426  -0.062

***

# 8
Computed, not measured: a 2-piece molecular cluster, C4H13N2S overall, with wB97M-V/def2-TZVPD.

- orbital gap (alpha / beta) (eV) = 7.2 / 5.2
- total charge = +2
- calculated total energy (Eh) = -667.12309
- ΔE to the lowest compared entry with this formula, charge and spin (kcal per mole) = 59.7
- HOMO (alpha / beta) (Eh) = -0.641 / -0.641
- spin multiplicity = 2

Last column: Löwdin charge in e.
Geometry (Å):
1 N 0.4511 1.3980 -1.7939  0.195
2 C 0.1565 0.0971 -1.0448  -0.262
3 C 0.4216 0.3780 0.4366  -0.237
4 C 0.6150 -0.9064 1.2338  -0.522
5 S 0.6404 -0.5149 3.0459  1.102
6 C -1.2738 -0.1918 -1.5546  -0.240
7 N -1.4495 -0.0462 -2.9581  0.027
8 H -0.0439 1.3720 -2.7208  0.156
9 H 0.0966 2.2772 -1.3864  0.187
10 H 1.4604 1.4534 -1.9842  0.183
11 H 0.8977 -0.6473 -1.3938  0.174
12 H 1.3078 0.9979 0.6274  0.134
13 H -0.4205 0.9783 0.8351  0.122
14 H -0.1239 -1.6762 0.9840  0.099
15 H 1.6155 -1.3363 1.0875  0.097
16 H -1.1935 -0.4926 2.5969  0.266
17 H -1.9748 0.4836 -1.0400  0.139
18 H -1.4821 -1.2223 -1.0912  0.151
19 H -2.3164 0.3531 -3.2853  0.112
20 H -1.2909 -0.8894 -3.5036  0.117

***

# 9
Computed, not measured: C4H13N2S as an isolated structure, with wB97M-V/def2-TZVPD.

- orbital gap (alpha / beta) (eV) = 9.8 / 5.7
- total charge = +2
- calculated total energy (Eh) = -667.17274
- ΔE to the lowest compared entry with this formula, charge and spin (kcal per mole) = 28.5
- HOMO (alpha / beta) (Eh) = -0.653 / -0.652
- spin multiplicity = 2

Last column: Löwdin charge in e.
Geometry (Å):
1 C 0.9898 2.4950 -0.8168  -0.336
2 S -0.3201 1.8750 0.2044  0.965
3 C -1.6718 2.0175 -1.0103  -0.292
4 H 0.9399 3.5883 -0.8620  0.078
5 H 0.9242 2.0708 -1.8229  0.061
6 H 1.9454 2.2683 -0.3190  0.068
7 H -2.3919 1.2435 -0.6926  0.057
8 H -2.1609 2.9910 -1.0078  0.072
9 H -1.3226 1.8308 -2.0426  0.070
10 C 0.7560 -1.5954 0.5214  0.022
11 C 0.0000 -2.4941 1.1826  -0.025
12 N 0.3665 -2.9382 2.4563  0.243
13 N 0.1312 -0.7994 -0.5172  0.117
14 H 1.8241 -1.4141 0.6931  0.170
15 H -1.0332 -2.7129 0.9800  0.154
16 H -0.0926 -3.8206 2.7080  0.162
17 H 1.3615 -3.0386 2.5960  0.144
18 H 0.5412 -0.7544 -1.4382  0.171
19 H 0.0197 0.3579 -0.1963  -0.050
20 H -0.8064 -1.1705 -0.6162  0.150

***

# 10
Computed, not measured: an isolated ion of composition C4H13N2S2 and charge +1, with wB97M-V/def2-TZVPD.

- SMILES = CNC[C@H]([NH3+])CSS
- orbital gap (eV) = 9.2
- total charge = +1
- calculated total energy (Eh) = -1065.76774
- ΔE to the lowest compared entry with this formula, charge and spin (kcal per mole) = 65.9
- HOMO (Eh) = -0.465

Last column: Löwdin charge in e.
Geometry (Å):
1 C -2.1632 -0.6754 1.7510  -0.079
2 N -1.6854 0.5121 0.9580  -0.151
3 C -0.1897 0.8353 1.0992  -0.091
4 C 0.4437 0.5274 -0.3749  -0.343
5 N -0.7674 0.2957 -1.2590  0.137
6 C 1.5989 -0.5029 -0.2489  -0.465
7 S 2.0247 -1.2353 -1.9128  0.414
8 S 4.0075 -1.3298 -2.5456  0.397
9 H -1.2955 -1.4070 1.7756  0.097
10 H -2.5015 -0.4056 2.8156  0.103
11 H -3.0848 -1.0705 1.2857  0.078
12 H -2.2023 1.3107 0.9744  0.066
13 H -0.2025 1.9751 1.3284  0.151
14 H 0.4788 0.3054 1.7457  0.096
15 H 0.7769 1.4442 -0.8613  0.132
16 H -1.5214 -0.2089 -0.7696  0.131
17 H -0.3140 -0.0259 -2.1673  0.141
18 H -1.1558 1.3304 -1.4238  0.227
19 H 1.1412 -1.3204 0.3624  0.079
20 H 2.4963 -0.2586 0.3590  0.111
21 H 4.1156 -0.0959 -2.8918  -0.232

***

# 11
Computed, not measured: an isolated ion of composition C4H13N2S2 and charge +1, with wB97M-V/def2-TZVPD.

- SMILES = NCCSSCC[NH3+]
- orbital gap (eV) = 8.2
- total charge = +1
- calculated total energy (Eh) = -1065.80763
- ΔE to the lowest compared entry with this formula, charge and spin (kcal per mole) = 40.9
- HOMO (Eh) = -0.433

Last column: Löwdin charge in e.
Geometry (Å):
1 N 0.5719 0.8226 -1.7824  -0.016
2 C 1.2308 -0.3268 -2.4163  -0.328
3 C 0.9809 -1.5969 -1.5272  -0.458
4 S 2.0096 -1.4421 0.0689  0.497
5 S 1.0197 -0.5762 1.6058  0.484
6 C 0.1606 1.0095 1.3336  -0.500
7 C -1.3375 0.8447 1.4498  -0.216
8 N -1.7957 -0.3156 2.3084  0.146
9 H 1.1022 1.6876 -1.7992  0.082
10 H -0.2180 1.1071 -2.3571  0.082
11 H 2.3213 -0.2767 -2.3919  0.096
12 H 0.9751 -0.6316 -3.4405  0.114
13 H -0.0666 -1.7514 -1.2384  0.060
14 H 1.2124 -2.3939 -2.2378  0.077
15 H 0.5673 1.6597 2.1280  0.084
16 H 0.5263 1.4010 0.3790  0.050
17 H -1.8465 1.7414 1.8500  0.137
18 H -1.7387 0.7971 0.4256  0.132
19 H -2.7256 -0.1179 2.6809  0.171
20 H -1.2637 -0.4443 3.1762  0.153
21 H -1.6857 -1.1974 1.7846  0.154

***

# 12
Computed, not measured: an isolated ion of composition C4H13N2S2 and charge +1, with wB97M-V/def2-TZVPD.

- SMILES = CNC[C@H]([NH3+])CSS
- orbital gap (eV) = 9.1
- total charge = +1
- calculated total energy (Eh) = -1065.81034
- ΔE to the lowest compared entry with this formula, charge and spin (kcal per mole) = 39.2
- HOMO (Eh) = -0.458

Last column: Löwdin charge in e.
Geometry (Å):
1 C 2.8123 -1.1416 -1.1058  -0.117
2 N 1.3340 -1.1556 -0.8519  -0.097
3 C 1.1400 -0.0552 0.1382  -0.191
4 C -0.2797 0.4355 -0.1930  -0.312
5 N -0.4369 1.9828 0.1544  0.192
6 C -1.4157 -0.1903 0.5790  -0.533
7 S -3.1053 0.1021 -0.0839  0.462
8 S -4.2865 -0.0304 1.6396  0.361
9 H 3.0686 -0.2771 -1.7065  0.078
10 H 3.4598 -1.2377 -0.2164  0.087
11 H 3.1152 -2.0453 -1.6508  0.085
12 H 1.0571 -2.0543 -0.4788  0.105
13 H 1.2752 -0.4653 1.1523  0.139
14 H 1.8233 0.7850 -0.0128  0.121
15 H -0.3807 0.5580 -1.2806  0.156
16 H -0.1832 2.2761 1.0962  0.167
17 H -1.4357 2.1743 0.0068  0.117
18 H 0.1026 2.5225 -0.5213  0.162
19 H -1.4281 0.0498 1.6462  0.078
20 H -1.0831 -1.2613 0.5005  0.105
21 H -5.1535 -0.9720 1.1889  -0.165